# 1
Computed, not measured: a 2-piece molecular cluster, C14H21F4N2O5 overall, with ωB97M-V with the def2-TZVPD basis set.

Output
**Gap between HOMO and LUMO**: 7.7 eV
**Charge**: +1
**DFT total energy**: -38934.189 eV
**LUMO energy**: -4.59 eV
**Multiplicity**: 1

```
46
Properties=species:S:1:pos:R:3:forces:R:3
C 5.470986 -0.850655 1.089587 -0.5 0.5 -0.1
C 4.849488 -0.605445 -0.280312 0.4 -0.5 0.1
O 3.619233 0.092018 -0.229082 -0.1 0.1 -0.1
C 3.730260 1.377920 0.333250 -0.4 0.0 -0.2
C 2.463247 2.132781 -0.032092 0.1 -0.4 -0.2
O 2.016966 2.843258 1.113856 -0.2 0.2 0.2
C 0.754408 3.418453 0.942515 0.3 -0.2 0.1
C -0.351974 2.403969 1.111354 -0.3 -0.3 0.0
C -1.662756 2.679658 0.722136 -0.1 -0.4 0.2
C -2.654670 1.729643 0.895026 0.6 -0.3 0.3
C -2.357989 0.484251 1.460643 -0.8 0.5 -0.3
C -3.388038 -0.590366 1.607432 0.6 -0.3 0.1
C -3.594540 -1.329947 0.259344 0.2 0.1 0.3
O -2.401771 -1.380829 -0.477182 0.2 -0.1 0.1
C -4.767447 -0.780841 -0.572543 0.2 -0.3 0.2
F -4.335517 -0.308648 -1.736084 0.1 0.2 -0.6
F -5.388923 0.224247 0.045733 -0.4 0.4 0.3
F -5.660690 -1.733380 -0.803917 -0.2 -0.1 -0.1
N -1.088411 0.283326 1.825824 -0.1 0.7 -0.4
F -0.763166 -0.899930 2.360204 0.1 -0.2 0.1
C -0.094946 1.167666 1.678717 0.3 0.5 -0.1
H 6.165104 -1.679083 1.070441 0.2 -0.1 0.0
H 4.675617 -1.066334 1.800584 0.0 -0.2 0.1
H 5.966777 0.047864 1.444179 0.3 0.0 0.1
H 4.639549 -1.557955 -0.752160 -0.2 -0.1 -0.1
H 5.557991 -0.080645 -0.924993 0.0 0.2 -0.1
H 3.771309 1.317951 1.419861 0.3 0.1 0.2
H 4.598943 1.905846 -0.059728 0.3 0.0 0.1
H 2.615469 2.802578 -0.876606 0.0 0.3 0.0
H 1.738442 1.379643 -0.353088 -0.2 0.0 0.1
H 0.624880 4.185404 1.700381 0.1 0.1 0.2
H 0.669144 3.906556 -0.028092 -0.1 0.0 -0.2
H -1.919271 3.631688 0.286769 0.0 0.2 -0.1
H -3.671600 1.921620 0.597917 -0.2 0.0 0.0
H -4.294981 -0.170956 2.021936 -0.2 0.1 -0.1
H -3.022679 -1.320658 2.318992 0.0 -0.1 0.1
H -3.838540 -2.356221 0.496226 -0.2 -0.2 0.0
H -2.314915 -0.609974 -1.049793 -0.1 0.0 -0.1
H 0.895153 0.892624 2.006656 0.0 -0.2 0.1
C -1.511935 -3.675337 -2.885285 -0.1 -0.1 -0.1
N -0.435003 -2.963953 -3.626800 -0.1 0.1 0.1
O -0.738817 -2.378565 -4.643696 0.0 0.0 0.0
O 0.673049 -2.990774 -3.133830 0.0 0.0 0.0
H -2.442456 -3.551624 -3.426846 0.0 0.0 -0.1
H -1.231429 -4.721885 -2.817607 0.1 0.0 0.0
H -1.563549 -3.224961 -1.899827 0.0 -0.1 0.1
```
Positions in Å, forces in eV/Å.



# 2
Computed, not measured: C14H21MnN2OS5Si as an isolated structure, with ωB97M-V with the def2-TZVPD basis set.

Output
**ΔE to the lowest compared entry with this formula, charge and spin**: 45.0 kcal per mole
**Gap between HOMO and LUMO (alpha / beta)**: 5.7 / 5.7 eV
**Charge**: 0
**DFT total energy**: -113262.366 eV
**LUMO energy (alpha / beta)**: -1.94 / -1.98 eV
**Multiplicity**: 5

```
45
Properties=species:S:1:pos:R:3:forces:R:3
Mn -0.610273 -0.115872 0.670023 -0.2 1.3 0.5
C -2.418990 2.706961 2.472631 0.0 0.0 0.0
C -1.262425 3.040067 1.578247 -0.4 -0.1 0.3
C -0.865665 4.332067 1.310694 0.1 -0.2 -0.1
C 0.197688 4.518479 0.419165 0.0 0.1 0.0
C 0.829295 3.454132 -0.170767 0.0 -0.1 0.0
C 0.390873 2.143842 0.142223 0.1 0.5 -0.1
N -0.638940 1.997642 1.013963 0.5 -1.3 -0.4
N 0.873583 0.974231 -0.339479 -1.0 -0.4 0.6
Si 2.114292 0.873627 -1.551821 0.3 -0.3 -0.3
C 3.670393 1.805252 -1.040177 0.0 0.0 0.1
C 1.517391 1.554763 -3.197066 -0.2 0.0 0.1
C 2.522514 -0.939826 -1.752277 0.0 0.1 0.0
H -2.669537 3.542592 3.123582 0.0 0.0 0.0
H -2.190416 1.832663 3.082726 0.0 0.0 0.0
H -3.296916 2.465526 1.869093 0.0 0.0 0.0
H -1.365639 5.169981 1.773196 0.0 0.0 0.0
H 0.530074 5.522705 0.184096 0.0 0.0 0.0
H 1.645335 3.606914 -0.862365 0.0 0.0 0.0
H 3.728148 2.812318 -1.456502 0.0 0.0 0.0
H 4.560391 1.267960 -1.376146 0.0 0.0 0.0
H 3.731795 1.890100 0.047255 0.0 0.0 0.0
H 1.481773 2.645688 -3.206527 0.0 0.0 0.0
H 0.506780 1.191395 -3.401717 0.0 0.0 0.0
H 2.156911 1.239276 -4.024187 0.1 0.0 0.0
H 2.721036 -1.428239 -0.796492 0.0 0.0 0.0
H 3.413406 -1.036037 -2.378489 0.0 0.0 0.0
H 1.715208 -1.484068 -2.244331 0.0 0.0 0.0
O -5.895974 -3.775038 3.041514 -0.1 -0.2 0.0
C -4.969731 -3.155763 2.610936 0.1 0.2 0.0
S -3.437229 -2.939130 3.477857 -0.1 -0.2 0.1
C -2.634843 -1.947713 2.289865 -0.9 0.2 -1.1
C -3.376243 -1.647163 1.123079 0.6 -0.5 1.2
S -2.877581 -0.697149 -0.175457 1.0 0.3 0.1
S -4.985682 -2.316086 1.048310 -0.1 -0.1 0.0
S -1.070325 -1.436678 2.652296 0.4 0.8 -1.1
C 1.564209 -5.134080 -0.179469 0.1 -0.1 0.0
S 0.697504 -3.672555 0.411643 0.0 0.0 0.0
C -0.183342 -3.223963 -1.096632 -0.1 0.0 -0.1
H 0.873010 -5.922077 -0.475656 0.0 0.0 0.0
H 2.174768 -5.501971 0.643356 0.0 0.0 0.0
H 2.220023 -4.887289 -1.014260 0.0 0.0 0.0
H 0.417210 -3.459724 -1.974300 0.1 0.0 0.0
H -0.355179 -2.144754 -1.100129 0.0 -0.1 0.0
H -1.148679 -3.723009 -1.171502 0.0 0.0 0.0
```
Positions in Å, forces in eV/Å.



Copy entry 1 word for word.
Computed, not measured: a 2-piece molecular cluster, C14H21F4N2O5 overall, with ωB97M-V with the def2-TZVPD basis set.

Output
**Gap between HOMO and LUMO**: 7.7 eV
**Charge**: +1
**DFT total energy**: -38934.189 eV
**LUMO energy**: -4.59 eV
**Multiplicity**: 1

```
46
Properties=species:S:1:pos:R:3:forces:R:3
C 5.470986 -0.850655 1.089587 -0.5 0.5 -0.1
C 4.849488 -0.605445 -0.280312 0.4 -0.5 0.1
O 3.619233 0.092018 -0.229082 -0.1 0.1 -0.1
C 3.730260 1.377920 0.333250 -0.4 0.0 -0.2
C 2.463247 2.132781 -0.032092 0.1 -0.4 -0.2
O 2.016966 2.843258 1.113856 -0.2 0.2 0.2
C 0.754408 3.418453 0.942515 0.3 -0.2 0.1
C -0.351974 2.403969 1.111354 -0.3 -0.3 0.0
C -1.662756 2.679658 0.722136 -0.1 -0.4 0.2
C -2.654670 1.729643 0.895026 0.6 -0.3 0.3
C -2.357989 0.484251 1.460643 -0.8 0.5 -0.3
C -3.388038 -0.590366 1.607432 0.6 -0.3 0.1
C -3.594540 -1.329947 0.259344 0.2 0.1 0.3
O -2.401771 -1.380829 -0.477182 0.2 -0.1 0.1
C -4.767447 -0.780841 -0.572543 0.2 -0.3 0.2
F -4.335517 -0.308648 -1.736084 0.1 0.2 -0.6
F -5.388923 0.224247 0.045733 -0.4 0.4 0.3
F -5.660690 -1.733380 -0.803917 -0.2 -0.1 -0.1
N -1.088411 0.283326 1.825824 -0.1 0.7 -0.4
F -0.763166 -0.899930 2.360204 0.1 -0.2 0.1
C -0.094946 1.167666 1.678717 0.3 0.5 -0.1
H 6.165104 -1.679083 1.070441 0.2 -0.1 0.0
H 4.675617 -1.066334 1.800584 0.0 -0.2 0.1
H 5.966777 0.047864 1.444179 0.3 0.0 0.1
H 4.639549 -1.557955 -0.752160 -0.2 -0.1 -0.1
H 5.557991 -0.080645 -0.924993 0.0 0.2 -0.1
H 3.771309 1.317951 1.419861 0.3 0.1 0.2
H 4.598943 1.905846 -0.059728 0.3 0.0 0.1
H 2.615469 2.802578 -0.876606 0.0 0.3 0.0
H 1.738442 1.379643 -0.353088 -0.2 0.0 0.1
H 0.624880 4.185404 1.700381 0.1 0.1 0.2
H 0.669144 3.906556 -0.028092 -0.1 0.0 -0.2
H -1.919271 3.631688 0.286769 0.0 0.2 -0.1
H -3.671600 1.921620 0.597917 -0.2 0.0 0.0
H -4.294981 -0.170956 2.021936 -0.2 0.1 -0.1
H -3.022679 -1.320658 2.318992 0.0 -0.1 0.1
H -3.838540 -2.356221 0.496226 -0.2 -0.2 0.0
H -2.314915 -0.609974 -1.049793 -0.1 0.0 -0.1
H 0.895153 0.892624 2.006656 0.0 -0.2 0.1
C -1.511935 -3.675337 -2.885285 -0.1 -0.1 -0.1
N -0.435003 -2.963953 -3.626800 -0.1 0.1 0.1
O -0.738817 -2.378565 -4.643696 0.0 0.0 0.0
O 0.673049 -2.990774 -3.133830 0.0 0.0 0.0
H -2.442456 -3.551624 -3.426846 0.0 0.0 -0.1
H -1.231429 -4.721885 -2.817607 0.1 0.0 0.0
H -1.563549 -3.224961 -1.899827 0.0 -0.1 0.1
```
Positions in Å, forces in eV/Å.



Q: Among the records above, which one has the highest multiplicity?
A: C14H21MnN2OS5Si



Q: What is the charge in the second record?
A: 0